DFT (the ωB97M-V functional and the def2-TZVPD basis) results for a single C3H5N3O4 molecule at a distorted geometry.

Summary:
F_max ... 0.108 hartree/bohr

Cartesian coordinates (Å):
C -0.83075 1.49826 -0.30860
C 0.18682 0.43714 -0.49309
C -0.23490 -0.91505 0.26375
N -2.02013 1.29418 0.07332
N -1.58132 -1.25768 -0.21557
N -2.48030 -0.28717 -0.20588
O -2.90502 1.96794 0.52386
O -1.84919 -2.47074 -0.44990
O -3.80148 -0.50809 -0.02069
O -0.31832 -0.78395 1.62684
H -0.32349 2.44886 -0.17546
H 0.54468 0.21791 -1.56262
H 1.05976 0.80978 -0.04368
H 0.48408 -1.86848 -0.06243
H -0.85356 -1.47676 2.02995

---

DFT (the ωB97M-V functional and the def2-TZVPD basis) results for an isolated ion of composition C5H12N2 and charge +1 at a distorted geometry.

Summary:
Spin multiplicity ... 2
Total charge ... +1
F_max ... 0.057 hartree/bohr

Cartesian coordinates (Å):
C 0.80647 0.47973 -2.85509
C 0.45844 1.16785 -1.54892
C -0.87116 0.72704 -0.89792
C -0.79565 -0.62617 -0.16611
N 0.24111 -0.58767 0.85968
C -0.07726 -0.99234 2.08961
N 0.24328 -0.29827 3.16381
H 1.23391 -0.53076 -2.71883
H -0.07023 0.51049 -3.52248
H 1.67769 0.99210 -3.31669
H 0.47939 2.24036 -1.77503
H 1.26021 1.06930 -0.77295
H -1.61507 0.65887 -1.71236
H -1.36809 1.53279 -0.34146
H -1.79756 -0.60645 0.31153
H -0.86718 -1.50731 -0.79607
H 0.79651 0.26261 0.93388
H -0.61501 -1.94283 2.10127
H 0.53823 -0.84391 3.98132

---

DFT (the ωB97M-V functional and the def2-TZVPD basis) results for a 2-piece molecular cluster, C4H12O2P2S3 overall at a distorted geometry.

Summary:
SMILES ... CC[P@@](O)(=S)S.CCP(=O)=S
F_max ... 0.064 hartree/bohr

Cartesian coordinates (Å):
C -3.16286 0.68563 -2.62684
C -2.36759 -0.59762 -2.39463
P -0.94110 -0.14852 -1.37144
O -1.65014 0.58631 -0.18767
S 0.14665 -1.66037 -0.68186
S 0.17375 1.46744 -2.19037
H -4.13826 0.38631 -3.06490
H -3.24820 1.22969 -1.73393
H -2.96586 1.42355 -3.46772
H -2.12080 -1.01237 -3.33409
H -2.97248 -1.33869 -1.86529
H -1.02774 0.77281 0.55914
H 0.94905 1.81270 -0.99194
C 2.87031 -1.09988 3.15599
C 2.71686 -0.41770 1.78414
P 1.40424 0.81767 1.71650
O 1.33588 1.73302 0.53595
S 0.03920 0.63555 3.06068
H 2.57743 -2.22283 3.10961
H 3.92801 -1.08920 3.49712
H 2.42265 -0.55847 3.97380
H 2.39447 -1.27850 1.15287
H 3.63655 -0.12653 1.36488

---

DFT (the ωB97M-V functional and the def2-TZVPD basis) results for a single C4H5NO2 molecule at a distorted geometry.

Summary:
SMILES ... O=C[C@H]1CN1C=O
F_max ... 0.042 hartree/bohr

Cartesian coordinates (Å):
O 3.02478 -0.01608 -0.21165
C 1.87049 -0.08211 -0.54844
C 0.67043 0.30717 0.31582
C -0.54779 0.92172 -0.37158
N -0.46253 -0.49244 -0.14347
C -1.55632 -0.93209 0.59232
O -2.62554 -0.36128 0.53837
H 1.57878 -0.52070 -1.52716
H 0.92168 0.45786 1.36652
H -0.36201 1.24426 -1.39371
H -1.55873 1.15761 0.08925
H -1.42373 -1.85656 1.15454

---

These records have energy relative to the best compared isomer or geometry (same formula, charge and spin) values of 218.6, 58.9, 5.6, 59.9 kcal per mole, in the order they appear.